# 1
Computed, not measured: a 4-piece molecular cluster, C12H27Cl2I2N3O5P overall at a distorted geometry, with ωB97M-V/def2-TZVPD.

## Properties
Net charge: +1
E_HOMO: -11.84 eV
Kohn-Sham gap: 8.98 eV

Structure (XYZ):
```
52
C12H27Cl2I2N3O5P | the Open Molecules 2025 dataset | ωB97M-V/def2-TZVPD
C 3.800 -3.134 0.163
C 3.626 -1.835 -0.637
Cl 5.279 -1.298 -1.053
C 2.868 -0.755 0.151
Cl 3.241 0.905 -0.354
C 1.323 -0.858 0.089
C 0.621 -0.418 -1.192
C -0.849 -0.195 -0.826
P -1.015 1.580 -0.106
O -1.606 1.238 1.385
I -3.106 2.176 -1.186
N -1.315 -1.229 0.168
C -2.776 -1.381 0.159
C -3.292 -1.758 1.543
O -3.021 -2.814 2.025
I -4.546 -0.392 2.548
C -0.560 -2.351 0.235
N -1.057 -3.575 0.234
N 0.791 -2.202 0.381
H 4.591 -2.991 0.901
H 2.906 -3.461 0.690
H 4.130 -3.929 -0.509
H 3.146 -1.997 -1.606
H 3.189 -0.812 1.194
H 0.956 -0.220 0.902
H 0.703 -1.223 -1.931
H 1.034 0.489 -1.628
H -1.450 -0.290 -1.733
H -0.893 1.099 2.025
H -3.095 -2.167 -0.537
H -3.214 -0.444 -0.174
H -1.996 -3.785 0.542
H -0.466 -4.384 0.096
H 1.267 -2.940 -0.129
C -1.322 6.432 -1.232
O -1.154 5.231 -0.471
H -0.335 6.772 -1.524
H -1.917 6.247 -2.130
H -1.793 7.216 -0.637
H -2.026 4.934 -0.199
C 1.831 8.118 0.276
O 0.828 8.752 -0.510
H 1.563 7.065 0.339
H 2.819 8.203 -0.184
H 1.870 8.529 1.288
H 1.043 9.686 -0.577
C -1.896 -7.176 0.340
O -0.996 -6.317 1.053
H -1.432 -7.398 -0.618
H -2.056 -8.111 0.876
H -2.861 -6.694 0.165
H -1.382 -6.141 1.917
```

# 2
Computed, not measured: a 2-piece molecular cluster, C5H6O2 overall, with ωB97M-V/def2-TZVPD.

## Properties
Energy above the lowest of the compared OMol25 structures with the same formula, charge and spin: 69.2 kcal per mole
Structure (SMILES): C=C=C=O.CC=O
E_HOMO: -9.02 eV
Kohn-Sham gap: 8.40 eV

Structure (XYZ):
```
13
C5H6O2 | the Open Molecules 2025 dataset | ωB97M-V/def2-TZVPD
C 2.009 -1.143 0.486
C 1.904 -0.401 -0.608
C 1.052 0.166 -1.415
O 0.464 0.717 -2.270
H 1.107 -1.393 1.056
H 2.960 -1.528 0.846
C -1.804 0.805 -0.097
C -0.750 0.122 0.711
O -0.789 -1.057 0.992
H -2.387 1.407 0.608
H -2.443 0.056 -0.566
H -1.384 1.477 -0.851
H 0.060 0.772 1.108
```